[1]
ORCA calculation (ωB97M-V with the def2-TZVPD basis set) on 11 unconnected molecules or ions with the total composition C44H95N4O26P5 at a distorted geometry.

```
174
Properties=species:S:1:pos:R:3:lowdin_charge:R:1
H 1.741 -1.502 -5.563 0.103
C 2.847 9.111 3.166 -0.063
C -3.835 -1.415 4.872 -0.091
H 6.870 2.879 -5.201 0.078
N -2.396 0.643 -2.576 0.146
C 1.463 -5.916 -6.186 -0.336
C -1.624 -4.985 -3.973 -0.319
H -1.959 3.228 -1.893 0.097
H 3.083 0.160 -1.544 0.090
H -4.924 -7.923 -3.560 0.075
H -3.462 4.311 3.989 0.082
C -0.751 -8.046 -1.377 -0.270
H 1.400 6.511 9.706 0.085
H -4.060 1.086 -0.243 0.094
O -2.009 -6.330 0.438 -0.182
H -3.204 3.380 1.101 0.093
C 3.146 -0.997 1.956 -0.054
H 6.081 3.193 0.509 0.129
H 1.840 -2.203 -1.789 0.060
H -4.265 0.581 4.863 0.108
H -0.516 -6.641 -6.318 0.059
H 0.297 -6.953 -7.737 0.081
O 3.130 1.481 -5.620 -0.234
H -2.946 -6.594 -3.366 0.063
O 1.766 -5.030 -2.505 -0.171
O -1.701 6.372 -1.609 0.102
P 0.750 8.254 6.144 0.493
O 2.976 -0.016 -3.487 -0.207
H -2.583 -2.115 -0.916 0.068
P -5.316 1.305 2.617 0.470
H -0.027 5.339 3.187 0.075
C -4.871 -8.168 -1.440 -0.291
H 5.153 2.112 1.646 0.103
H -0.868 -7.000 -1.661 0.092
P 3.788 0.408 -4.865 0.495
H 1.163 1.789 -1.392 0.053
C -2.145 -1.922 -1.896 -0.060
O 5.271 0.822 -4.362 -0.185
H -2.661 -2.544 -2.627 0.061
N -1.206 1.380 5.561 0.152
H 4.043 -1.583 2.157 0.084
C 3.144 4.012 0.438 -0.469
N 0.049 -1.224 0.515 0.155
O -1.490 6.705 0.581 0.094
O 3.949 -1.003 -5.669 -0.192
H -2.837 -1.212 4.485 0.069
H 0.726 -1.057 6.380 0.082
H 6.257 2.195 -6.726 0.078
O -3.463 -8.344 1.439 -0.238
O 0.945 -3.493 -4.399 -0.211
C 2.915 0.846 -2.375 -0.271
C -1.471 5.976 -0.435 -0.550
O -3.851 2.058 2.596 -0.206
H -6.208 -0.998 -1.044 0.065
H 1.485 -1.803 -7.970 0.079
C 4.929 4.298 1.865 -0.099
H 1.386 2.039 -3.127 0.077
H 3.200 -0.786 0.888 0.055
H 3.453 9.845 2.634 0.065
H -1.096 -2.212 -1.948 0.066
H 7.328 0.441 -4.460 0.119
O 2.151 8.648 5.424 -0.213
H -5.473 -6.486 -2.718 0.072
H -2.323 -5.576 2.864 0.080
H -6.540 0.653 -1.422 0.070
N 3.226 1.275 3.325 0.157
H -0.583 -9.931 -2.482 0.084
H 0.267 -8.163 -1.005 0.126
H -2.754 -5.306 -2.099 0.062
H 3.708 1.583 -2.244 0.115
C 0.353 4.873 4.096 -0.064
H 2.944 10.462 4.879 0.110
H -5.689 -8.187 -0.720 0.119
H -1.958 3.776 3.405 0.033
O -1.635 -8.644 -0.412 -0.164
C 2.829 -4.061 -2.230 -0.262
H -4.571 -9.194 -1.653 0.125
H 6.331 -0.056 -5.868 0.111
H 0.605 -7.997 -6.409 0.083
H -3.773 -1.630 5.938 0.088
C -5.463 -7.575 -2.678 -0.089
H -5.060 -0.062 -2.038 0.040
H -3.743 -5.071 -3.523 0.083
O -0.224 9.336 6.324 -0.225
H 3.700 -4.494 -1.738 0.119
C 2.057 7.380 9.747 -0.080
H 2.218 -1.520 2.189 0.065
C 1.438 1.301 -2.327 -0.051
H 3.194 -3.604 -3.149 0.110
H 1.872 6.424 4.083 0.100
H 1.012 4.036 3.864 0.066
H 5.118 4.069 2.913 0.125
C -2.203 -4.769 2.141 -0.058
O -6.386 2.017 3.343 -0.230
C 0.473 -6.945 -6.661 -0.065
C -2.701 -5.183 0.761 -0.314
C 1.677 8.313 8.639 -0.276
C -4.771 -0.332 4.548 -0.295
O 3.508 4.566 1.652 0.039
H 1.641 0.137 5.379 0.059
C 3.240 0.290 2.715 -0.247
H -2.637 5.207 2.666 0.070
H -0.424 4.483 4.754 0.067
H 3.622 8.385 3.413 0.065
C -4.909 0.491 0.093 -0.262
H -1.413 5.374 -3.404 0.130
H 2.142 8.613 2.500 0.075
O -3.795 -7.355 -1.025 -0.223
H 0.925 1.614 1.642 0.058
O -5.004 -0.182 3.139 -0.174
H 2.408 -0.180 -7.608 0.066
H -1.812 -5.309 -4.996 0.111
O -0.463 -5.525 -3.547 -0.156
H -2.501 -4.351 0.086 0.100
H 2.991 -2.625 -6.250 0.099
H -4.266 -2.332 4.469 0.077
C -0.081 1.197 1.596 -0.024
H 7.814 2.022 -6.254 0.071
H -2.753 -3.906 2.517 0.073
H -0.407 1.083 2.630 0.066
C -3.737 3.379 2.052 -0.250
P -2.784 -7.722 0.262 0.530
H -1.680 -3.898 -4.038 0.099
H -4.622 4.011 1.982 0.120
H 3.178 -2.575 -0.656 0.071
H 0.681 0.529 -2.463 0.062
H 3.087 7.028 9.812 0.073
C 0.713 -0.423 5.494 -0.058
H 1.585 -3.544 -0.796 0.078
O 0.270 6.993 5.171 -0.178
P 0.955 -4.879 -3.908 0.493
O -1.316 4.587 -0.429 0.009
H -6.520 -7.835 -2.734 0.081
C -2.300 -0.496 -2.301 -0.238
H -3.103 5.283 -2.779 0.137
H -0.384 3.965 -2.229 0.116
C 0.033 -0.164 1.009 -0.232
H -4.542 -0.394 0.613 0.099
O 4.043 3.040 0.174 0.030
C -5.726 -0.029 -1.175 -0.046
O 1.259 7.532 7.497 -0.189
H -1.117 -4.725 2.070 0.079
C 6.474 0.692 -5.089 -0.268
H -1.811 -8.843 -3.065 0.069
C 2.365 -1.270 -7.613 -0.069
H 0.805 8.887 8.950 0.113
C -2.822 -5.530 -3.163 -0.051
C -0.388 0.575 5.546 -0.268
O 2.082 4.206 -0.193 0.105
H 5.682 5.045 1.613 0.125
O 1.660 -5.980 -4.848 -0.146
C -2.047 5.355 -2.518 -0.085
C 2.391 -2.996 -1.283 -0.089
H -5.670 -0.502 5.141 0.130
H 3.210 -1.623 -8.204 0.071
C 6.817 1.981 -5.815 -0.085
C -0.820 -8.875 -2.611 -0.079
H 0.590 -1.010 4.584 0.067
H -0.280 -8.562 -3.505 0.072
H 1.176 -4.941 -6.579 0.119
H -3.784 -5.281 0.834 0.125
H 1.941 7.986 10.645 0.078
H -0.716 1.896 1.052 0.084
C -1.376 4.145 -1.814 -0.100
O -5.668 1.202 1.037 -0.182
C -2.891 4.225 3.065 -0.058
H 2.416 9.102 8.499 0.122
C 2.259 9.712 4.483 -0.244
H 1.323 10.263 4.385 0.111
C 5.145 3.018 1.040 -0.140
H 1.711 5.467 5.592 0.116
C 1.175 5.979 4.793 -0.288
H 2.429 -6.199 -6.604 0.125
C 2.669 -1.590 -6.128 -0.256
```

Calculated values
HOMO level = -10.084 eV
HOMO-LUMO gap = 10.106 eV
DFT total energy = -152816.90939 eV
structure (SMILES) = CCOP(=O)(OCC)OCC.CCOP(=O)(OCC)OCC.CCOP(=O)(OCC)OCC.CCOP(=O)(OCC)OCC.CCOP(=O)(OCC)OCC.O=C1OCCO1.O=C1OCCO1.CC#N.CC#N.CC#N.CC#N



[2]
ORCA calculation (ωB97M-V with the def2-TZVPD basis set) on 8 unconnected molecules or ions with the total composition C44H95NO10S at a distorted geometry.

```
151
Properties=species:S:1:pos:R:3:lowdin_charge:R:1
C -2.502 8.593 -1.482 -0.060
H 7.128 -0.260 3.243 0.107
C 8.620 -2.555 3.392 -0.285
H -8.876 4.538 -1.709 0.082
C -0.083 7.675 -0.002 -0.281
N 5.736 -6.288 2.221 0.001
H 5.650 -7.293 5.238 0.079
H 4.675 -8.006 1.890 0.099
H -7.925 12.751 -2.944 0.118
H 6.065 -6.476 6.746 0.067
C 9.584 -1.388 3.514 -0.080
C 6.639 -1.225 3.068 -0.282
H -10.055 11.768 -2.121 0.081
C 2.574 -3.842 -1.516 -0.324
H 4.364 -4.739 0.433 0.094
H 4.076 -7.013 3.204 0.078
H 3.402 -6.219 5.246 0.103
H -5.357 -2.917 -3.878 0.078
H 2.838 0.133 -4.006 0.131
C 1.720 3.983 -1.394 -0.043
O 4.519 -0.658 -1.481 -0.252
C -3.528 1.099 -3.598 -0.082
C -2.472 7.664 -0.280 -0.266
C -7.398 10.505 -0.603 -0.276
C 3.915 -6.639 9.126 -0.081
H 2.385 -6.583 1.798 0.100
H 8.632 -2.962 2.375 0.107
H 6.062 -6.127 1.276 0.061
H 3.799 3.756 -0.980 0.102
H -7.269 11.153 -3.249 0.106
H 3.991 1.598 -2.103 0.098
H 0.765 -2.921 -0.924 0.134
C -0.714 4.153 -1.990 -0.037
C 3.033 2.085 -2.076 -0.036
H -3.468 9.089 -1.547 0.051
H 2.871 -6.369 9.291 0.080
C 3.975 -6.299 6.171 -0.281
H -0.225 7.987 2.128 0.083
H 3.774 -5.384 6.741 0.108
C -0.924 -8.099 1.513 -0.281
H -3.276 -0.169 -5.334 0.110
H -7.667 6.467 -2.710 0.112
H -6.871 9.216 -2.273 0.066
C -0.068 8.574 1.223 -0.074
H 1.637 4.934 -0.896 0.093
C 5.453 -6.406 5.844 -0.079
H -8.405 10.098 -0.452 0.108
O 4.118 -2.204 -3.304 -0.250
H 1.698 -2.512 -3.784 0.125
O 3.434 -7.425 6.842 -0.159
H -5.496 9.867 -1.393 0.062
O -1.272 6.921 -0.152 -0.179
H 5.956 -0.697 1.092 0.074
H -1.342 -10.322 -0.065 0.066
H -4.154 -1.274 -2.460 0.108
H -7.651 3.425 -2.313 0.065
C 0.607 3.427 -1.995 -0.261
O 7.295 -2.251 3.787 -0.168
H 3.222 -7.176 0.400 0.090
H 0.119 8.257 -0.909 0.111
H 1.417 -5.064 -0.185 0.114
H -1.808 -8.392 0.934 0.107
H -3.194 -2.723 -2.691 0.117
H 4.343 -6.972 10.072 0.076
H 10.591 -1.706 3.240 0.076
H -9.694 11.228 -3.770 0.076
H -3.656 2.004 -4.193 0.078
H 9.603 -1.013 4.538 0.080
H 0.569 -4.124 -2.173 0.129
H 5.645 -1.155 3.512 0.117
C 1.200 -3.304 -1.848 -0.150
H -0.845 9.338 1.181 0.067
H -0.593 5.152 -1.594 0.052
H 5.991 -2.436 1.404 0.073
C -3.608 -1.858 -3.209 -0.280
H -2.987 1.356 -2.685 0.072
H 1.607 -0.714 -1.386 0.149
H -6.465 8.560 -0.690 0.075
O -7.464 11.750 -1.275 -0.158
C 6.514 -1.495 1.581 -0.070
C 0.623 -9.431 0.241 -0.283
H -7.004 10.734 0.387 0.119
H 0.915 -10.072 1.081 0.110
H -4.519 0.747 -3.310 0.069
H -4.010 -2.946 -5.029 0.082
H 4.448 -5.738 8.820 0.065
C 4.451 -6.989 2.189 -0.262
C -0.423 -10.121 -0.618 -0.078
H 8.937 -3.361 4.053 0.117
H -6.421 5.402 -3.334 0.109
H 3.482 -8.625 8.441 0.117
H -3.941 3.485 -1.277 0.070
H -2.681 8.219 0.641 0.111
C -7.953 11.716 -2.602 -0.285
C -8.136 4.385 -2.495 -0.077
H -3.896 5.131 -1.926 0.072
H -1.782 0.460 -4.667 0.108
H -1.473 3.613 -1.438 0.069
H -1.051 -7.046 1.764 0.117
H 0.894 9.082 1.300 0.078
H 1.523 -9.262 -0.351 0.114
C 3.369 -5.068 0.693 -0.187
H 0.026 -8.591 3.387 0.080
H 2.998 -4.240 -2.433 0.143
C -7.139 5.532 -2.517 -0.281
H 0.201 -1.839 -3.082 0.113
H -4.895 3.901 -2.700 0.063
H -9.444 10.140 -2.408 0.064
C 2.933 3.310 -1.439 -0.062
H 2.964 -4.392 1.438 0.117
H -0.164 1.741 -3.068 0.106
C -4.546 -2.328 -4.307 -0.078
H -0.681 -9.501 -1.478 0.081
H 9.310 -0.558 2.861 0.066
C -6.507 9.478 -1.278 -0.072
O 0.238 -8.151 0.706 -0.178
H 1.089 0.051 -3.902 0.110
H -0.039 -11.075 -0.980 0.077
H 2.605 -5.937 -1.090 0.112
C -5.677 4.661 -0.809 -0.274
C 2.445 -5.023 -0.532 -0.132
H -1.735 -8.789 3.383 0.077
H -1.734 9.366 -1.428 0.071
C 0.706 2.187 -2.613 0.003
C -2.759 0.058 -4.395 -0.277
O -6.464 5.734 -1.290 -0.171
H 7.489 -1.564 1.096 0.070
O -2.485 -1.134 -3.680 -0.172
H 5.065 -8.047 7.955 0.107
H 5.782 -5.530 5.291 0.071
S 3.659 -1.621 -2.081 0.639
H -5.260 5.014 0.134 0.117
C 3.314 -6.500 1.245 -0.182
H -2.338 8.028 -2.401 0.084
C 4.020 -7.744 8.088 -0.286
H 0.716 6.937 0.080 0.104
H -1.039 4.249 -3.021 0.084
O 3.439 -2.787 -1.021 -0.184
H -6.306 3.796 -0.569 0.110
H -4.993 -1.495 -4.850 0.066
H -3.262 6.919 -0.381 0.104
C 2.021 -1.011 -2.342 -0.329
C 1.913 1.509 -2.656 -0.218
H 5.580 -5.370 2.621 0.055
H -0.710 -9.980 2.589 0.067
H -8.651 4.320 -3.453 0.077
C -0.828 -8.915 2.791 -0.075
C -9.369 11.179 -2.730 -0.080
C 1.999 0.164 -3.323 -0.115
C 1.204 -2.190 -2.874 -0.167
C -4.541 4.271 -1.737 -0.076
```

Calculated values
HOMO level = -8.828 eV
HOMO-LUMO gap = 9.334 eV
DFT total energy = -79966.18628 eV
structure (SMILES) = Cc1cccc(C[C@H]2CC[C@H](CCCCN)OS2(=O)=O)c1.CCOCC.CCOCC.CCOCC.CCOCC.CCOCC.CCOCC.CCOCC